<w>
Molecular formula: C3H12N
Method: DFT, ωB97M-V/def2-TZVPD

Results
LUMO energy (eV): -4.1
Molecular weight (g mol⁻¹): 62.14

Structure (ORCA input):
```
! wB97M-V def2-TZVPD RIJCOSX def2/J DEFGRID3
* xyz 1 1
N -2.09769 0.43108 -0.10056
H -1.77006 0.50542 0.86122
H -2.88710 1.02648 -0.36070
H -2.22175 -0.52509 -0.44151
H -1.31975 0.77509 -0.68526
C 0.69499 -0.68832 1.28671
C 1.29799 0.26760 0.25361
C 0.93865 -0.15234 -1.16039
H 1.02340 -0.69156 2.32407
H -0.38349 -0.46779 1.19687
H 0.87679 -1.69196 0.91784
H 0.99273 1.30916 0.57697
H 2.36853 0.45573 0.22414
H 1.51364 -0.93467 -1.64546
H 1.12070 0.62979 -1.92423
H -0.14759 -0.24863 -1.32332
*
```

Results of the Löwdin charge analysis, in e, for atoms 1 through 5: 0.308 0.133 0.167 0.165 0.117

=====

<x>
Molecular formula: C3H12N
Method: DFT, ωB97M-V/def2-TZVPD

Results
LUMO energy (eV): -4.4
Molecular weight (g mol⁻¹): 62.14

Structure (ORCA input):
```
! wB97M-V def2-TZVPD RIJCOSX def2/J DEFGRID3
* xyz 1 1
N -2.06077 0.46066 -0.36425
H -1.62084 0.78569 0.48789
H -2.87513 -0.24620 -0.16244
H -1.42625 -0.19600 -0.90867
H -2.25938 1.30927 -1.05871
C 0.47990 -0.50020 1.38963
C 1.27577 0.39143 0.35453
C 1.09227 -0.35839 -1.07057
H 0.98400 -0.43107 2.34564
H -0.40073 0.05543 1.53078
H 0.35361 -1.58918 1.06606
H 0.68502 1.46713 0.19983
H 2.22953 0.46565 0.79777
H 1.77742 0.32551 -1.64209
H 0.17857 -0.53198 -1.63844
H 1.58700 -1.40775 -1.32697
*
```

Results of the Löwdin charge analysis, in e, for atoms 1 through 5: 0.260 0.088 0.210 0.117 0.224

=====

Most stable pick: <w>. Distance to second place: 30.6 kcal/mol.

=====

<w>
Molecular formula: N2O3S
Method: DFT, ωB97M-V/def2-TZVPD

Results
LUMO energy (eV): -1.8
Molecular weight (g mol⁻¹): 108.08

Structure (ORCA input):
```
! wB97M-V def2-TZVPD RIJCOSX def2/J DEFGRID3
* xyz 0 1
N -1.82558 -0.02473 -0.22390
N -0.14234 -0.70879 -0.00319
O -2.53928 -0.40835 0.59576
O 2.21610 -0.52978 0.36044
O 1.22162 1.49407 -0.63310
S 1.06947 0.17758 -0.09601
*
```

Results of the Löwdin charge analysis, in e, for atoms 1 through 5: 0.076 -0.223 0.098 -0.295 -0.291

=====

<x>
Molecular formula: N2O3S
Method: DFT, ωB97M-V/def2-TZVPD

Results
LUMO energy (eV): -1.3
Molecular weight (g mol⁻¹): 108.08

Structure (ORCA input):
```
! wB97M-V def2-TZVPD RIJCOSX def2/J DEFGRID3
* xyz 0 1
N 1.68960 0.97054 0.93102
N 0.83453 0.29244 0.81974
O -0.69850 1.11462 -0.79771
O -1.51514 -0.84270 0.55847
O 0.26598 -1.21390 -1.15170
S -0.57647 -0.32101 -0.35982
*
```

Results of the Löwdin charge analysis, in e, for atoms 1 through 5: 0.257 0.012 -0.308 -0.245 -0.271

=====

Most stable pick: <x>. Distance to second place: 87.1 kcal/mol.